A structure of composition C21H48Br6F3N3O6Zr in a non-equilibrium geometry. Source: OMol25; level of theory: the ωB97M-V functional and the def2-TZVPD basis.

E_HOMO (spin up / spin down)   -0.5797 / -0.5797 Ha
Kohn-Sham gap (spin up / spin down)   0.1562 / 0.1463 hartree
Expectation value of S²   0.754
Max |F|   10.40 eV Å⁻¹
Electronic energy   -468964.0040 eV

The geometry in ORCA input format:
```
! wB97M-V def2-TZVPD RIJCOSX def2/J DEFGRID3
* xyz 3 2
Zr 2.44 -1.80 -1.23
C -0.85 -1.95 -2.33
O -0.36 -1.06 -3.34
O 0.29 -2.29 -1.59
C -2.05 -1.33 -1.56
F -3.24 -1.24 -2.15
F -2.38 -1.97 -0.42
F -1.63 -0.13 -1.10
C -0.86 -1.19 -4.70
C -0.17 -0.03 -5.43
H -0.27 -0.10 -6.52
H -0.67 0.90 -5.15
H 0.90 0.00 -5.26
H -1.94 -1.12 -4.81
H -0.43 -2.05 -5.21
H -1.27 -2.84 -2.81
C 0.18 -0.86 2.51
C 1.46 -0.35 1.95
C 2.51 -0.28 3.02
O 1.83 -1.02 0.80
H -0.32 -0.09 3.11
H 0.16 -1.72 3.18
H -0.55 -1.03 1.72
H 1.26 0.70 1.75
H 3.38 0.21 2.59
H 2.81 -1.27 3.36
H 2.11 0.31 3.84
C -0.24 4.08 0.88
Br 0.85 5.34 -0.18
Br -2.25 4.36 0.83
Br 0.36 3.85 2.76
H -0.03 3.09 0.47
C 4.88 3.41 2.16
Br 6.82 3.22 2.29
Br 4.33 4.99 1.07
Br 4.02 3.35 3.95
H 4.57 2.54 1.58
C 2.46 -4.54 4.62
C 2.42 -4.82 3.11
C 0.90 -4.98 2.65
O 0.76 -5.05 1.18
C -0.60 -4.93 0.77
N 3.08 -3.66 2.50
H 3.43 -4.57 5.13
H 1.86 -5.24 5.20
H 2.05 -3.56 4.86
H 2.93 -5.74 2.84
H 0.36 -4.08 2.93
H 0.44 -5.79 3.21
H -1.27 -5.64 1.26
H -0.75 -5.23 -0.27
H -0.92 -3.90 0.89
H 2.59 -2.89 2.93
H 4.06 -3.63 2.74
C -6.02 1.45 -1.47
C -5.73 1.86 -0.01
C -4.54 1.11 0.67
O -4.32 1.65 1.96
C -2.94 1.47 2.49
N -5.36 3.24 0.09
H -6.86 1.95 -1.95
H -6.22 0.38 -1.52
H -5.11 1.64 -2.04
H -6.61 1.74 0.61
H -3.64 1.14 0.05
H -4.62 0.03 0.74
H -2.90 2.00 3.45
H -2.13 1.78 1.83
H -2.78 0.42 2.72
H -4.58 3.21 0.72
H -6.04 3.79 0.60
C 3.02 1.96 -0.97
C 1.70 1.42 -1.58
C 1.08 2.32 -2.65
O 1.99 2.41 -3.68
C 1.57 3.11 -4.83
N 1.88 0.15 -2.23
H 2.98 3.04 -0.84
H 3.82 1.67 -1.65
H 3.05 1.51 0.02
H 0.98 1.32 -0.77
H 0.82 3.31 -2.27
H 0.07 1.99 -2.90
H 2.36 2.93 -5.56
H 1.65 4.19 -4.67
H 0.58 2.85 -5.21
H 2.43 0.51 -3.00
H 0.99 0.10 -2.71
*
```

=====

A cluster of 2 separate species, C5H10N2O in total in a non-equilibrium geometry. Source: OMol25; level of theory: the ωB97M-V functional and the def2-TZVPD basis.

E_HOMO   -0.2227 Ha
ΔE to the lowest compared entry with this formula, charge and spin   129.8 kcal/mol
Kohn-Sham gap   0.2470 hartree
Max |F|   1.54 eV Å⁻¹
Electronic energy   -10369.6750 eV

The geometry in ORCA input format:
```
! wB97M-V def2-TZVPD RIJCOSX def2/J DEFGRID3
* xyz 0 1
C -1.08 -0.87 0.48
C 1.67 -0.61 -0.73
C -0.58 0.24 -1.41
C 0.49 0.29 -0.45
N -0.47 -1.27 1.64
C 0.66 1.37 0.40
O -0.44 2.19 0.71
N -1.65 0.51 -1.94
H -0.40 3.00 0.18
H -2.53 0.38 -1.42
H -0.10 -0.51 2.20
H 0.03 -2.16 1.63
H 1.64 1.75 0.65
H -1.80 -0.07 0.63
H -1.38 -1.68 -0.17
H 1.36 -1.62 -1.04
H 2.28 -0.72 0.17
H 2.29 -0.21 -1.53
*
```

=====

Copy entry 2 word for word.
A cluster of 2 separate species, C5H10N2O in total in a non-equilibrium geometry. Source: OMol25; level of theory: the ωB97M-V functional and the def2-TZVPD basis.

E_HOMO   -0.2227 Ha
ΔE to the lowest compared entry with this formula, charge and spin   129.8 kcal/mol
Kohn-Sham gap   0.2470 hartree
Max |F|   1.54 eV Å⁻¹
Electronic energy   -10369.6750 eV

The geometry in ORCA input format:
```
! wB97M-V def2-TZVPD RIJCOSX def2/J DEFGRID3
* xyz 0 1
C -1.08 -0.87 0.48
C 1.67 -0.61 -0.73
C -0.58 0.24 -1.41
C 0.49 0.29 -0.45
N -0.47 -1.27 1.64
C 0.66 1.37 0.40
O -0.44 2.19 0.71
N -1.65 0.51 -1.94
H -0.40 3.00 0.18
H -2.53 0.38 -1.42
H -0.10 -0.51 2.20
H 0.03 -2.16 1.63
H 1.64 1.75 0.65
H -1.80 -0.07 0.63
H -1.38 -1.68 -0.17
H 1.36 -1.62 -1.04
H 2.28 -0.72 0.17
H 2.29 -0.21 -1.53
*
```

=====

- Which value of electronic energy does entry 1 give?
  -468964.0040 eV

=====

Please write out number 2 again, unchanged.
A cluster of 2 separate species, C5H10N2O in total in a non-equilibrium geometry. Source: OMol25; level of theory: the ωB97M-V functional and the def2-TZVPD basis.

E_HOMO   -0.2227 Ha
ΔE to the lowest compared entry with this formula, charge and spin   129.8 kcal/mol
Kohn-Sham gap   0.2470 hartree
Max |F|   1.54 eV Å⁻¹
Electronic energy   -10369.6750 eV

The geometry in ORCA input format:
```
! wB97M-V def2-TZVPD RIJCOSX def2/J DEFGRID3
* xyz 0 1
C -1.08 -0.87 0.48
C 1.67 -0.61 -0.73
C -0.58 0.24 -1.41
C 0.49 0.29 -0.45
N -0.47 -1.27 1.64
C 0.66 1.37 0.40
O -0.44 2.19 0.71
N -1.65 0.51 -1.94
H -0.40 3.00 0.18
H -2.53 0.38 -1.42
H -0.10 -0.51 2.20
H 0.03 -2.16 1.63
H 1.64 1.75 0.65
H -1.80 -0.07 0.63
H -1.38 -1.68 -0.17
H 1.36 -1.62 -1.04
H 2.28 -0.72 0.17
H 2.29 -0.21 -1.53
*
```